(1)
Formula: C16H65BInO16
Source: the Open Molecules 2025 dataset
Level of theory: ωB97M-V/def2-TZVPD

```
99
Properties=species:S:1:pos:R:3:mulliken_charge:R:1
C -1.19 1.25 3.62 -1.19
C -1.19 0.53 2.26 0.66
B -0.35 -0.80 2.36 0.00
O -0.98 -1.91 2.90 -0.72
In 1.83 -0.81 1.56 1.01
O 2.14 1.07 0.56 -0.75
H -2.11 1.05 4.17 0.22
H -0.34 0.96 4.25 0.32
H -1.13 2.32 3.45 0.15
H -0.70 1.18 1.53 -0.18
H -2.21 0.35 1.91 0.11
H -1.85 -2.07 2.51 0.11
H 1.97 -2.02 0.25 -0.38
H 3.05 -1.03 2.84 -0.39
H 1.41 1.08 -0.07 0.09
C -4.29 -3.76 2.85 -0.49
O -3.42 -3.48 1.76 -0.40
H -4.18 -2.94 3.56 0.19
H -5.32 -3.82 2.52 0.15
H -3.99 -4.69 3.36 0.30
H -3.47 -4.20 1.12 0.24
C -8.14 -2.22 1.56 -0.51
O -7.41 -3.43 1.68 -0.49
H -7.85 -1.59 2.40 0.22
H -7.90 -1.68 0.64 0.24
H -9.22 -2.39 1.61 0.25
H -7.65 -4.00 0.94 0.27
C 1.71 -0.42 -3.39 -0.51
O 0.98 0.61 -2.71 -0.43
H 0.99 -1.06 -3.91 0.26
H 2.40 0.01 -4.12 0.29
H 2.27 -1.01 -2.67 0.13
H 1.63 1.14 -2.25 0.20
C 5.43 -1.47 -3.00 -0.65
O 4.64 -0.48 -2.38 -0.29
H 4.74 -2.15 -3.51 0.20
H 6.11 -1.05 -3.75 0.29
H 6.02 -2.04 -2.28 0.28
H 5.20 0.16 -1.92 0.24
C -1.89 5.23 1.82 -0.41
O -1.06 4.32 2.54 -0.42
H -2.90 5.13 2.21 0.20
H -1.56 6.27 1.97 0.28
H -1.88 4.99 0.76 0.11
H -0.17 4.39 2.20 0.24
C -1.66 -2.68 -0.72 -0.68
O -2.44 -1.48 -0.60 -0.48
H -0.86 -2.50 -1.43 0.32
H -1.22 -2.94 0.24 0.21
H -2.28 -3.51 -1.07 0.25
H -3.13 -1.66 0.05 0.21
C 4.39 1.14 4.98 -0.34
O 5.26 0.01 5.03 -0.53
H 4.59 1.75 5.86 0.27
H 4.57 1.73 4.08 0.13
H 3.35 0.81 5.00 0.16
H 5.04 -0.53 4.26 0.30
C -0.73 -6.25 -1.52 -0.57
O -1.87 -6.13 -0.68 -0.46
H -0.87 -5.54 -2.33 0.21
H 0.19 -6.01 -1.00 0.28
H -0.65 -7.25 -1.95 0.30
H -1.78 -6.74 0.06 0.28
C 5.33 2.60 0.31 -0.39
O 4.76 1.87 -0.75 -0.47
H 6.23 3.10 -0.07 0.00
H 4.65 3.37 0.69 0.25
H 5.62 1.95 1.15 0.28
H 3.95 1.45 -0.40 0.31
C -4.52 0.22 -3.25 -0.63
O -4.24 0.27 -1.87 -0.39
H -5.33 0.92 -3.45 0.25
H -3.65 0.51 -3.85 0.27
H -4.84 -0.78 -3.57 0.27
H -3.51 -0.34 -1.67 0.40
C -2.18 2.67 -1.54 -0.39
O -1.33 3.66 -0.95 -0.53
H -3.17 3.10 -1.63 0.29
H -1.82 2.38 -2.53 0.23
H -2.25 1.78 -0.91 0.15
H -0.45 3.28 -0.86 0.26
C 2.02 -0.40 -7.17 -0.60
O 2.86 -1.28 -6.44 -0.47
H 1.02 -0.50 -6.76 0.21
H 2.32 0.64 -7.07 0.28
H 1.98 -0.66 -8.23 0.30
H 3.75 -1.20 -6.77 0.28
C -5.06 2.10 4.25 -0.48
O -4.58 2.94 3.21 -0.50
H -6.15 2.17 4.23 0.26
H -4.77 1.06 4.08 0.16
H -4.70 2.42 5.23 0.26
H -3.61 2.90 3.22 0.28
C 9.18 3.55 -1.27 -0.55
O 8.57 2.81 -2.32 -0.50
H 10.08 4.01 -1.69 0.25
H 8.53 4.34 -0.90 0.24
H 9.48 2.90 -0.44 0.24
H 7.77 2.40 -1.97 0.31
```

Values from the calculation:
- total energy (Eh) = -2067.2045
- 2S+1 = 1
- LUMO (eV) = 1.976
- E_HOMO (eV) = -4.010
- net charge = -1
- HOMO-LUMO gap (eV) = 6.0

=====

(2)
Formula: C16H6Cl5NO2Pd
Source: the Open Molecules 2025 dataset
Level of theory: ωB97M-V/def2-TZVPD

```
31
Properties=species:S:1:pos:R:3:mulliken_charge:R:1
Pd -0.02 0.07 -0.31 0.15
O 2.86 -2.19 -2.03 -0.64
C 1.97 -1.72 -1.37 0.75
O 1.68 -0.46 -1.24 -0.66
C 1.04 -2.63 -0.58 0.32
C 1.25 -4.02 -0.55 -0.56
C 0.41 -4.80 0.18 -0.47
C -0.66 -4.20 0.90 1.10
C -1.57 -4.95 1.68 -0.87
C -2.58 -4.31 2.34 -0.53
C -2.73 -2.91 2.26 -0.68
C -1.86 -2.17 1.51 -0.22
C -0.81 -2.80 0.82 0.31
N 0.06 -2.05 0.07 -0.83
H 2.08 -4.41 -1.12 0.49
H 0.54 -5.87 0.23 0.43
H -1.46 -6.02 1.74 0.38
H -3.28 -4.89 2.94 0.39
H -3.53 -2.43 2.79 0.43
H -1.96 -1.09 1.43 0.28
Cl 0.21 2.17 1.71 -0.18
C -1.35 2.22 0.93 0.80
C -1.61 1.19 0.03 -0.95
C -2.84 1.15 -0.59 1.31
Cl -3.15 -0.14 -1.69 -0.19
C -3.81 2.13 -0.34 -0.11
Cl -5.33 2.07 -1.13 -0.18
C -3.52 3.16 0.56 0.66
Cl -4.70 4.36 0.89 -0.17
C -2.29 3.21 1.21 -0.37
Cl -1.93 4.46 2.33 -0.18
```

Values from the calculation:
- total energy (Eh) = -3247.3937
- 2S+1 = 1
- LUMO (spin up / spin down) (eV) = -1.917 / -1.918
- E_HOMO (spin up / spin down) (eV) = -9.196 / -9.195
- HOMO-LUMO gap (spin up / spin down) (eV) = 7.3 / 7.3
- relative energy (zero: lowest compared OMol25 entry of this formula, charge and spin) (kJ/mol) = 71.5

=====

(3)
Formula: C16H78N4O21
Source: the Open Molecules 2025 dataset
Level of theory: ωB97M-V/def2-TZVPD

```
119
Properties=species:S:1:pos:R:3:mulliken_charge:R:1
C 14.68 -2.65 -13.34 -1.33
C 13.62 -3.75 -13.00 0.53
C 14.03 -4.65 -11.80 -0.61
O 15.29 -5.27 -12.00 -0.38
C 15.40 -6.36 -12.93 -0.70
N 12.39 -3.12 -12.56 -0.43
H 15.45 -3.19 -13.89 0.39
H 15.10 -2.13 -12.48 0.32
H 14.19 -1.85 -13.91 0.30
H 13.41 -4.22 -13.95 0.32
H 13.21 -5.36 -11.66 0.42
H 14.14 -4.19 -10.82 0.19
H 15.14 -5.96 -13.91 0.28
H 14.74 -7.19 -12.69 0.29
H 16.45 -6.63 -13.06 0.27
H 11.71 -3.86 -12.54 0.24
H 12.05 -2.49 -13.28 -0.14
C 8.59 1.64 -20.78 -0.86
C 8.35 0.63 -21.83 0.35
C 7.53 -0.65 -21.40 -0.90
O 8.13 -1.36 -20.36 -0.05
C 7.37 -2.48 -19.93 -0.82
N 7.81 1.39 -22.92 -0.66
H 7.64 2.11 -20.53 0.40
H 9.37 2.31 -21.14 0.20
H 8.87 1.14 -19.85 -0.08
H 9.34 0.21 -21.99 0.34
H 7.52 -1.36 -22.24 0.33
H 6.50 -0.35 -21.21 0.38
H 7.87 -3.03 -19.13 0.17
H 7.11 -3.23 -20.69 0.38
H 6.43 -2.14 -19.50 0.32
H 7.98 0.78 -23.72 0.29
H 6.83 1.59 -22.90 0.25
C 11.12 0.15 -12.94 -0.46
C 10.59 0.89 -14.27 -0.06
C 9.33 0.17 -14.91 0.49
O 8.75 1.08 -15.89 -0.50
C 9.31 0.84 -17.17 -0.84
N 10.24 2.27 -13.93 -0.30
H 10.34 0.02 -12.19 0.21
H 11.52 0.89 -12.25 0.43
H 11.86 -0.64 -13.10 -0.09
H 11.26 0.97 -15.12 0.03
H 8.68 0.13 -14.04 -0.34
H 9.65 -0.75 -15.40 0.31
H 10.38 1.05 -17.23 0.39
H 8.90 1.62 -17.81 0.28
H 9.09 -0.07 -17.72 0.29
H 9.81 2.69 -14.74 0.31
H 9.59 2.40 -13.16 -0.05
C 6.12 2.66 -13.95 -0.87
C 5.67 4.03 -13.85 0.45
C 4.18 4.25 -13.64 -0.87
O 3.94 3.87 -12.27 -0.31
C 2.55 3.64 -12.00 -0.80
N 6.43 4.76 -12.71 -0.68
H 6.03 2.44 -15.01 0.30
H 5.65 1.92 -13.30 0.19
H 7.20 2.60 -13.84 0.10
H 5.90 4.43 -14.84 0.38
H 3.60 3.58 -14.27 0.42
H 4.10 5.33 -13.79 0.35
H 1.83 4.46 -11.97 0.29
H 2.51 3.14 -11.02 0.25
H 2.20 2.96 -12.78 0.32
H 6.29 5.76 -12.75 0.27
H 5.97 4.66 -11.81 0.25
O 14.55 2.09 -10.68 -0.72
H 13.90 2.06 -11.39 0.36
H 15.12 2.82 -10.91 0.28
O 11.13 -1.96 -19.66 -0.63
H 11.30 -1.03 -19.53 0.36
H 10.31 -2.12 -19.19 0.23
O 7.09 -0.18 -11.54 -0.61
H 6.77 0.65 -11.19 0.25
H 6.54 -0.34 -12.31 0.26
O 12.27 1.18 -19.72 -0.58
H 12.45 0.53 -19.04 0.27
H 13.00 1.11 -20.33 0.25
O 11.74 -1.26 -10.39 -0.62
H 11.40 -1.79 -9.68 0.32
H 11.91 -1.88 -11.10 0.41
O 12.89 2.88 -13.10 -0.50
H 12.02 2.82 -13.50 0.46
H 13.30 3.63 -13.53 0.25
O 13.72 1.28 -15.35 -0.63
H 13.17 1.48 -14.59 0.39
H 14.40 1.95 -15.34 0.21
O 10.63 -3.03 -16.59 -0.55
H 10.63 -3.25 -15.66 0.28
H 11.56 -2.92 -16.81 0.23
O 6.40 -0.41 -17.15 -0.69
H 6.97 -0.16 -16.43 0.36
H 6.59 0.23 -17.84 0.30
O 11.52 3.39 -18.62 -0.61
H 10.69 3.77 -18.91 0.28
H 11.74 2.76 -19.31 0.34
O 8.81 2.81 -11.49 -0.47
H 7.85 2.81 -11.55 0.16
H 8.99 2.61 -10.57 0.23
O 12.78 0.96 -9.01 -0.68
H 13.49 1.40 -9.47 0.47
H 12.53 0.24 -9.59 0.37
O 7.63 -2.69 -15.91 -0.70
H 8.46 -2.67 -16.38 0.20
H 7.01 -2.25 -16.51 0.29
O 9.38 -0.04 -9.67 -0.65
H 9.99 -0.78 -9.62 0.34
H 8.99 -0.11 -10.54 0.21
O 7.82 -2.77 -13.13 -0.56
H 7.70 -2.57 -14.06 0.39
H 6.95 -2.66 -12.75 0.28
O 10.34 5.29 -11.96 -0.68
H 11.05 4.96 -11.41 0.32
H 9.88 4.50 -12.25 0.33
O 13.13 -0.61 -17.48 -0.50
H 12.91 -1.47 -17.13 0.23
H 13.26 -0.06 -16.71 0.28
```

Values from the calculation:
- total energy (Eh) = -2455.3056
- 2S+1 = 1
- LUMO (eV) = -0.152
- E_HOMO (eV) = -9.337
- HOMO-LUMO gap (eV) = 9.2
- relative energy (zero: lowest compared OMol25 entry of this formula, charge and spin) (kJ/mol) = 372.9

=====

(4)
Formula: C16H79F3O38
Source: the Open Molecules 2025 dataset
Level of theory: ωB97M-V/def2-TZVPD

```
136
Properties=species:S:1:pos:R:3:mulliken_charge:R:1
O 2.46 -4.18 3.45 -0.73
C 1.96 -3.35 2.71 0.99
C 2.77 -2.24 2.16 0.76
C 4.07 -2.01 2.59 -0.90
C 4.80 -0.98 2.04 -0.44
C 4.26 -0.13 1.09 -1.04
C 2.96 -0.37 0.65 -1.22
C 2.22 -1.41 1.17 0.57
C 0.84 -1.64 0.63 0.41
O 0.53 -1.09 -0.41 -0.53
C -0.05 -2.56 1.39 0.20
C -1.42 -2.63 1.16 0.67
C -2.13 -1.75 0.15 -1.03
O -3.45 -1.32 0.58 -0.15
C -3.50 -0.55 1.68 0.73
F -4.46 0.39 1.48 -0.28
F -3.85 -1.22 2.78 -0.27
F -2.37 0.11 1.94 -0.24
C -2.19 -3.55 1.87 -0.47
C -1.64 -4.40 2.80 -0.95
C -0.28 -4.30 3.06 -0.95
C 0.50 -3.40 2.37 -0.07
H 4.51 -2.65 3.34 0.65
H 5.82 -0.78 2.34 0.49
H 4.84 0.68 0.68 0.60
H 2.53 0.26 -0.12 0.97
H -2.30 -2.33 -0.75 0.50
H -1.55 -0.88 -0.16 0.29
H -3.25 -3.61 1.66 0.47
H -2.27 -5.11 3.32 0.43
H 0.17 -4.96 3.80 0.58
O -3.26 -1.39 -2.82 -0.47
H -3.46 -0.49 -3.13 0.27
H -4.06 -1.88 -3.05 0.26
O -4.89 2.11 -1.32 -0.63
H -4.27 2.82 -1.13 0.31
H -4.93 1.60 -0.50 0.30
O 3.36 2.69 1.44 -0.58
H 3.13 3.54 1.82 0.27
H 2.51 2.25 1.29 0.29
O -5.87 -1.91 -1.02 -0.55
H -5.14 -1.59 -0.47 0.34
H -6.17 -2.71 -0.58 0.29
O -5.25 0.32 -4.31 -0.57
H -5.44 1.17 -3.90 0.27
H -6.13 -0.06 -4.48 0.30
O -8.28 0.44 -4.22 -0.66
H -7.91 0.57 -3.34 0.28
H -8.88 -0.31 -4.12 0.34
O -7.07 4.36 -1.69 -0.65
H -6.44 3.64 -1.65 0.36
H -7.79 4.09 -1.11 0.31
O 6.16 -0.49 4.70 -0.51
H 6.75 0.25 4.85 0.25
H 6.17 -0.99 5.52 0.27
O -9.54 -2.12 -2.90 -0.65
H -8.85 -2.00 -2.22 0.36
H -9.81 -3.04 -2.81 0.30
O 1.53 0.01 4.06 -0.57
H 1.25 -0.66 4.69 0.28
H 0.70 0.33 3.68 0.27
O -3.39 2.43 -6.12 -0.63
H -3.73 1.76 -5.51 0.32
H -4.18 2.82 -6.50 0.32
O 1.67 -3.97 -1.31 -0.64
H 2.45 -3.96 -1.88 0.34
H 1.48 -3.03 -1.17 0.24
O 6.11 3.17 0.38 -0.67
H 6.73 2.46 0.63 0.37
H 5.30 2.96 0.86 0.37
O 9.09 2.79 0.63 -0.48
H 9.99 2.70 0.27 0.23
H 8.94 3.74 0.66 0.24
O 7.59 0.60 2.30 -0.60
H 8.28 -0.02 2.57 0.27
H 7.97 1.47 2.50 0.26
O -5.86 6.36 0.51 -0.64
H -6.05 5.95 -0.35 0.34
H -4.89 6.39 0.55 0.31
O 3.86 -6.88 1.99 -0.68
H 3.64 -6.02 2.36 0.34
H 3.00 -7.28 1.80 0.31
O -5.15 5.12 -6.68 -0.63
H -4.34 5.12 -7.20 0.35
H -5.30 6.06 -6.50 0.31
O 12.03 2.72 0.71 -0.59
H 12.58 2.09 1.20 0.29
H 12.42 3.58 0.91 0.29
O 4.70 -9.78 3.27 -0.67
H 4.52 -8.90 2.91 0.35
H 3.93 -10.30 3.03 0.31
O -4.23 7.74 -7.04 -0.60
H -3.43 7.74 -7.57 0.30
H -4.39 8.67 -6.86 0.29
O 7.19 -10.37 1.89 -0.63
H 7.82 -11.09 2.03 0.31
H 6.43 -10.60 2.45 0.35
O -7.61 7.36 3.15 -0.70
H -7.92 8.22 2.86 0.34
H -7.15 7.00 2.39 0.33
O -1.56 1.45 -2.26 -0.65
H -0.93 0.73 -2.21 0.38
H -2.28 1.17 -1.69 0.27
O -4.09 4.55 -9.63 -0.67
H -3.45 3.83 -9.59 0.33
H -4.82 4.26 -9.07 0.33
O 2.22 -1.40 -3.22 -0.66
H 2.00 -0.55 -2.83 0.26
H 1.37 -1.85 -3.30 0.31
O 9.60 -0.36 0.59 -0.60
H 10.48 -0.46 0.22 0.31
H 9.45 0.59 0.61 0.37
O -5.34 7.20 5.03 -0.65
H -5.67 6.54 5.65 0.32
H -6.15 7.55 4.61 0.34
O -6.65 9.25 -1.00 -0.64
H -6.24 8.95 -1.82 0.31
H -6.62 8.47 -0.43 0.34
O -6.62 10.27 5.26 -0.65
H -5.96 9.57 5.33 0.33
H -7.33 9.99 5.84 0.31
O 10.35 1.52 -1.81 -0.61
H 10.26 2.37 -2.26 0.29
H 9.58 1.02 -2.09 0.32
O 7.86 -13.44 1.54 -0.60
H 7.49 -14.08 2.15 0.31
H 7.89 -13.89 0.70 0.31
O 5.40 -3.33 5.33 -0.60
H 6.07 -4.03 5.36 0.29
H 4.71 -3.64 5.92 0.28
O -8.99 -1.44 -0.18 -0.61
H -9.25 -0.59 0.18 0.30
H -9.83 -1.87 -0.38 0.33
O 3.13 -4.07 -4.55 -0.64
H 2.92 -3.20 -4.19 0.34
H 2.28 -4.52 -4.63 0.32
```

Values from the calculation:
- total energy (Eh) = -3815.8332
- 2S+1 = 1
- LUMO (eV) = -1.203
- E_HOMO (eV) = -9.383
- HOMO-LUMO gap (eV) = 8.2

=====

(5)
Formula: C16H7Cl3MnN2O6
Source: the Open Molecules 2025 dataset
Level of theory: ωB97M-V/def2-TZVPD

```
35
Properties=species:S:1:pos:R:3:mulliken_charge:R:1
Mn 0.04 -1.65 -0.67 0.25
O -2.68 -1.68 4.67 -0.53
C -2.02 -1.77 3.49 1.22
C -0.63 -1.64 3.42 -0.55
C -0.05 -1.75 2.17 0.26
N -0.80 -2.00 1.12 -0.23
C -2.12 -2.07 1.14 0.55
C -2.79 -1.97 2.34 -0.66
C -2.69 -2.14 -0.27 0.35
O -3.88 -2.26 -0.45 -0.68
O -1.77 -2.03 -1.19 -0.50
C 1.40 -1.50 1.77 0.44
O 2.25 -1.32 2.62 -0.67
O 1.58 -1.49 0.48 -0.51
H -2.04 -1.49 5.38 0.29
H -0.02 -1.42 4.29 0.42
H -3.87 -2.02 2.39 0.54
Cl -1.25 2.79 1.50 -0.25
C -0.22 2.60 0.11 0.48
C 0.43 3.73 -0.40 -0.80
C 1.25 3.64 -1.49 0.71
Cl 2.03 5.08 -2.10 -0.30
C 1.47 2.39 -2.12 0.20
C 2.28 2.18 -3.25 -0.74
C 2.41 0.92 -3.77 -0.72
C 1.73 -0.14 -3.15 -0.19
N 0.96 0.03 -2.11 -0.19
C 0.81 1.27 -1.59 0.73
C -0.07 1.34 -0.45 -0.44
O -0.65 0.27 -0.04 -0.45
H 0.27 4.69 0.08 0.43
H 2.80 3.02 -3.70 0.39
H 3.03 0.74 -4.64 0.39
H 1.82 -1.16 -3.51 0.33
Cl 0.96 -3.20 -2.08 -0.56
```

Values from the calculation:
- expectation value of S² = 6.045
- total energy (Eh) = -3706.7442
- 2S+1 = 5
- LUMO (spin up / spin down) (eV) = 1.943 / 2.332
- E_HOMO (spin up / spin down) (eV) = -4.896 / -4.912
- net charge = -1
- HOMO-LUMO gap (spin up / spin down) (eV) = 6.8 / 7.2

=====

(6)
Formula: C16H7Cl4N2O2
Source: the Open Molecules 2025 dataset
Level of theory: ωB97M-V/def2-TZVPD

```
31
Properties=species:S:1:pos:R:3:mulliken_charge:R:1
Cl 3.34 -1.84 3.46 -0.20
C 1.85 -2.17 2.67 0.15
C 1.30 -1.24 1.80 -0.06
Cl 2.11 0.21 1.38 -0.14
C -0.13 -1.24 1.51 0.66
O -0.77 -0.17 1.36 -0.50
C -0.93 -2.53 1.82 0.15
O -2.11 -2.60 1.50 -0.63
C -0.22 -3.53 2.61 0.00
Cl -1.16 -4.85 3.15 -0.17
C 1.10 -3.36 3.02 0.38
Cl 1.83 -4.51 4.06 -0.19
C -0.40 -1.40 -1.80 -1.40
C -1.04 -0.24 -1.12 0.67
C -2.42 -0.35 -0.81 0.14
N -3.59 -0.41 -0.65 -0.75
C -0.49 1.09 -1.22 1.46
C 0.63 1.38 -2.06 -0.52
C 1.04 2.68 -2.25 -0.95
C 0.42 3.74 -1.59 0.47
C 0.93 5.05 -1.83 0.07
N 1.44 6.09 -2.00 -0.61
C -0.68 3.47 -0.75 -0.86
C -1.12 2.18 -0.56 -0.33
H 0.59 -1.13 -2.22 0.31
H -0.27 -2.31 -1.19 0.23
H -1.09 -1.68 -2.63 0.35
H 1.10 0.56 -2.62 0.10
H 1.89 2.85 -2.90 0.39
H -1.15 4.30 -0.23 0.40
H -1.99 1.98 0.09 0.36
```

Values from the calculation:
- total energy (Eh) = -2714.6548
- 2S+1 = 1
- LUMO (eV) = 0.535
- E_HOMO (eV) = -3.532
- net charge = -1
- HOMO-LUMO gap (eV) = 4.1
- relative energy (zero: lowest compared OMol25 entry of this formula, charge and spin) (kJ/mol) = 34.6

=====

(7)
Formula: C16H8Cl3IOPt
Source: the Open Molecules 2025 dataset
Level of theory: ωB97M-V/def2-TZVPD

```
30
Properties=species:S:1:pos:R:3:mulliken_charge:R:1
Pt 0.18 -0.23 -0.07 1.09
Cl -4.59 -2.66 4.80 -0.07
C -3.81 -1.84 3.55 0.52
C -2.43 -2.07 3.32 -0.76
C -1.81 -1.40 2.32 0.53
Cl -0.12 -1.62 2.03 -0.22
C -2.49 -0.46 1.46 0.52
O -1.92 0.16 0.53 -0.98
C -3.90 -0.27 1.73 0.41
Cl -4.75 0.82 0.75 -0.09
C -4.53 -0.95 2.74 -0.64
H -1.89 -2.76 3.95 0.47
H -5.58 -0.78 2.92 0.47
I 1.49 2.17 -0.21 0.15
C 2.38 1.36 -1.97 0.15
C 3.44 2.07 -2.52 -0.56
C 3.98 1.66 -3.73 -0.65
C 3.45 0.55 -4.38 -0.64
C 2.40 -0.19 -3.81 0.76
C 1.86 -1.31 -4.48 -0.64
C 0.81 -2.04 -3.93 -0.83
C 0.29 -1.67 -2.70 -0.57
C 0.80 -0.58 -1.99 0.08
C 1.85 0.20 -2.56 0.96
H 3.84 2.94 -2.01 0.38
H 4.79 2.22 -4.17 0.43
H 3.84 0.24 -5.34 0.45
H 2.28 -1.60 -5.44 0.44
H 0.41 -2.90 -4.45 0.42
H -0.51 -2.27 -2.28 0.41
```

Values from the calculation:
- expectation value of S² = 6.059
- total energy (Eh) = -2486.6102
- 2S+1 = 5
- LUMO (spin up / spin down) (eV) = -6.955 / -10.050
- E_HOMO (spin up / spin down) (eV) = -14.717 / -15.721
- net charge = +2
- HOMO-LUMO gap (spin up / spin down) (eV) = 7.8 / 5.7